## 1
{"formula": "CH3N3S", "method": "ωB97M-V/def2-TZVPD", "mol_weight_g_mol": 89.1, "spin_multiplicity": 1, "elements": ["C", "N", "N", "N", "S", "H", "H", "H"], "coordinates": [[-0.155, 1.077, -0.091], [-1.200, 0.086, -0.108], [-0.849, -1.068, 0.011], [0.468, -1.321, -0.027], [1.458, 0.130, -0.027], [-0.279, 1.568, -0.971], [-0.177, 1.685, 0.714], [0.734, -2.157, 0.499]], "mulliken_charge": [-0.318, -0.210, -0.186, -0.023, -0.112, 0.285, 0.294, 0.270]}

***

## 2
{"formula": "CH3N3S", "method": "ωB97M-V/def2-TZVPD", "mol_weight_g_mol": 89.1, "spin_multiplicity": 1, "elements": ["C", "N", "N", "N", "S", "H", "H", "H"], "coordinates": [[0.450, 0.159, -0.302], [0.941, -0.357, 1.969], [2.132, 2.042, 0.769], [0.218, -0.266, 1.010], [1.292, 1.998, -0.387], [1.395, -0.340, -0.705], [-0.458, 0.111, -0.966], [-1.009, -0.159, 1.345]], "mulliken_charge": [-0.603, -0.655, -0.194, 0.211, 0.236, 0.318, 0.434, 0.252]}

***

It is 1 that is most stable; the runner-up trails by 0.1337 hartree.

***

## 1
{"formula": "C3H9N2S", "method": "ωB97M-V/def2-TZVPD", "mol_weight_g_mol": 105.2, "total_charge": 1, "spin_multiplicity": 1, "elements": ["C", "C", "C", "N", "N", "S", "H", "H", "H", "H", "H", "H", "H", "H", "H"], "coordinates": [[-0.134, -1.003, 0.945], [0.545, 0.702, -1.667], [-0.637, 0.954, -0.737], [-0.310, -2.109, 0.306], [-0.085, -0.429, 2.097], [-0.520, 2.405, 0.155], [0.267, 0.056, -2.598], [0.854, 1.613, -2.171], [1.473, 0.194, -1.262], [-1.690, 0.654, -0.690], [0.007, -2.221, -0.647], [-0.445, -2.948, 0.843], [-0.261, 0.529, 2.290], [0.029, -0.938, 2.933], [0.907, 2.541, 0.203]], "mulliken_charge": [0.144, -1.294, 0.087, -0.251, -0.202, -0.138, 0.306, 0.463, 0.347, 0.427, 0.268, 0.223, 0.179, 0.220, 0.221]}

***

## 2
{"formula": "C3H9N2S", "method": "ωB97M-V/def2-TZVPD", "mol_weight_g_mol": 105.2, "total_charge": 1, "spin_multiplicity": 1, "elements": ["C", "C", "C", "N", "N", "S", "H", "H", "H", "H", "H", "H", "H", "H", "H"], "coordinates": [[-1.103, -0.372, 0.980], [0.007, 1.351, -0.842], [1.370, -0.507, 0.523], [1.536, -1.319, -0.552], [-1.315, 0.587, -0.041], [1.407, 1.191, 0.309], [-1.163, -1.460, 0.925], [-0.985, -0.052, 1.977], [-0.060, 0.759, -1.671], [-0.192, 2.443, -0.943], [1.537, -0.958, 1.583], [1.386, -2.382, -0.498], [1.390, -0.867, -1.509], [-1.989, 0.136, -0.683], [-1.828, 1.449, 0.442]], "mulliken_charge": [-0.864, -0.607, -0.061, -0.350, -0.260, 0.007, 0.363, 0.350, 0.368, 0.375, 0.384, 0.289, 0.238, 0.373, 0.395]}

***

It is 1 that is most stable; the runner-up trails by 0.0230 hartree.

***

## 1
{"formula": "CH3NO4S", "method": "ωB97M-V/def2-TZVPD", "mol_weight_g_mol": 125.1, "spin_multiplicity": 1, "elements": ["C", "N", "O", "O", "O", "O", "S", "H", "H", "H"], "coordinates": [[1.489, -0.088, 0.510], [-1.127, 0.600, -0.073], [2.540, 0.380, 0.430], [-0.114, -1.320, -1.260], [0.610, 1.086, -1.863], [-1.558, -0.347, 0.908], [0.326, 0.156, -0.820], [1.301, -0.888, 1.321], [-1.318, 1.482, 0.371], [-2.149, -1.062, 0.475]], "mulliken_charge": [0.067, -0.245, -0.292, -0.622, -0.530, -0.415, 1.061, 0.340, 0.273, 0.363]}

***

## 2
{"formula": "CH3NO4S", "method": "ωB97M-V/def2-TZVPD", "mol_weight_g_mol": 125.1, "spin_multiplicity": 1, "elements": ["C", "N", "O", "O", "O", "O", "S", "H", "H", "H"], "coordinates": [[1.497, -1.210, 0.008], [-1.275, 0.004, 0.740], [2.640, -1.282, -0.227], [0.087, 0.361, -1.761], [0.866, 1.547, 0.351], [-2.136, 0.938, 0.109], [0.411, 0.402, -0.335], [0.803, -2.077, 0.351], [-1.009, 0.432, 1.535], [-1.883, 0.885, -0.769]], "mulliken_charge": [0.144, -0.339, -0.305, -0.556, -0.490, -0.339, 0.931, 0.331, 0.305, 0.319]}

***

It is 1 that is most stable; the runner-up trails by 0.0099 hartree.

***

## 1
{"formula": "C8H16N2O", "method": "ωB97M-V/def2-TZVPD", "mol_weight_g_mol": 156.2, "spin_multiplicity": 1, "elements": ["C", "C", "C", "C", "C", "C", "C", "C", "H", "H", "H", "H", "H", "H", "H", "H", "H", "H", "H", "H", "H", "H", "H", "H", "N", "N", "O"], "coordinates": [[-0.796, -1.256, 1.416], [-0.161, 0.164, 1.926], [1.396, -0.068, 1.530], [1.757, -0.195, -0.081], [1.320, 0.892, -0.891], [0.609, 0.663, -2.121], [-0.474, -0.384, -1.641], [-1.558, 0.104, -0.561], [-1.253, -1.836, 2.181], [0.218, -1.744, 1.053], [-0.251, 1.182, 1.236], [-0.668, 0.954, 2.807], [2.234, 0.753, 1.860], [2.073, -0.883, 1.949], [2.954, -0.186, -0.062], [1.549, -1.267, -0.163], [0.758, 1.675, -0.172], [2.148, 1.592, -1.142], [0.319, 1.577, -2.742], [1.402, 0.293, -2.964], [-1.475, -0.541, -2.408], [0.142, -1.378, -1.396], [-2.192, 0.269, -1.448], [-1.312, 1.094, -0.204], [-3.030, -0.652, 1.098], [-1.830, -0.899, 0.415], [-3.879, 0.075, 0.526]], "mulliken_charge": [-0.431, -0.042, -1.158, -0.698, -0.623, -1.099, -0.251, -0.787, 0.460, 0.191, -0.025, 0.327, 0.319, 0.372, 0.286, 0.717, 0.298, 0.472, 0.313, 0.294, 0.304, 0.287, 0.342, 0.487, -0.284, 0.354, -0.426]}

***

## 2
{"formula": "C8H16N2O", "method": "ωB97M-V/def2-TZVPD", "mol_weight_g_mol": 156.2, "spin_multiplicity": 1, "elements": ["C", "C", "C", "C", "C", "C", "C", "C", "H", "H", "H", "H", "H", "H", "H", "H", "H", "H", "H", "H", "H", "H", "H", "H", "N", "N", "O"], "coordinates": [[2.262, 1.597, -0.467], [2.491, 0.124, -0.121], [3.974, -0.231, -0.219], [1.515, -0.881, -0.716], [1.061, -1.137, 0.730], [-3.456, -0.781, 0.067], [-1.803, 0.984, -0.144], [-3.140, 1.575, -0.009], [2.651, 1.822, -1.476], [2.786, 2.259, 0.256], [1.196, 1.881, -0.462], [4.371, -0.022, -1.212], [4.515, 0.330, 0.530], [4.148, -1.283, 0.016], [0.761, -0.381, -1.360], [1.998, -1.748, -1.203], [1.316, -2.135, 1.096], [-0.002, -0.879, 0.933], [-3.391, -2.347, -0.975], [-4.525, -0.909, 0.362], [-1.549, 0.465, -1.064], [-0.986, 1.404, 0.452], [-3.820, 1.538, -0.873], [-3.259, 2.402, 0.700], [-2.793, -1.580, -0.677], [-2.842, 0.325, 0.650], [1.977, -0.139, 1.218]], "mulliken_charge": [-1.379, 1.603, -1.646, -0.686, -0.262, 0.046, -0.376, -0.313, 0.381, 0.325, 0.197, 0.378, 0.363, 0.379, 0.161, 0.350, 0.268, 0.068, 0.215, 0.368, 0.230, 0.155, 0.276, 0.227, -0.538, -0.289, -0.501]}

***

It is 2 that is most stable; the runner-up trails by 0.2593 hartree.

***

## 1
{"formula": "C2H6InO2", "method": "ωB97M-V/def2-TZVPD", "mol_weight_g_mol": 176.9, "total_charge": 2, "s_squared": 0.755, "spin_multiplicity": 2, "elements": ["In", "C", "C", "O", "O", "H", "H", "H", "H", "H", "H"], "coordinates": [[0.004, 3.262, 0.160], [0.795, -0.489, 0.006], [-0.743, -0.593, 0.214], [-1.410, 0.647, 0.275], [1.269, 0.510, -0.922], [1.237, -1.471, -0.164], [1.208, -0.217, 0.977], [-0.907, -1.270, 1.052], [-1.200, -1.117, -0.625], [-2.358, 0.506, 0.328], [2.106, 0.233, -1.301]], "mulliken_spin": [-0.003, 0.058, 0.071, 0.200, 0.419, 0.023, 0.125, 0.023, 0.101, -0.005, -0.012]}

***

## 2
{"formula": "C2H6InO2", "method": "ωB97M-V/def2-TZVPD", "mol_weight_g_mol": 176.9, "total_charge": 2, "s_squared": 0.754, "spin_multiplicity": 2, "elements": ["In", "C", "C", "O", "O", "H", "H", "H", "H", "H", "H"], "coordinates": [[-1.112, -2.011, 2.405], [-0.513, 0.678, -0.364], [0.879, 0.198, -0.054], [1.051, -1.127, -0.232], [-1.557, -0.213, 0.067], [-0.602, 0.985, -1.406], [-0.554, 1.646, 0.135], [1.250, 0.388, 0.953], [1.608, 0.533, -0.793], [1.953, -1.250, -0.539], [-2.403, 0.173, -0.172]], "mulliken_spin": [0.000, 0.031, 0.054, 0.541, 0.103, 0.067, 0.023, 0.132, 0.063, -0.010, -0.004]}

***

It is 1 that is most stable; the runner-up trails by 0.0118 hartree.